## a
C4H12 | the ωB97M-V functional and the def2-TZVPD basis

Properties
- Lowest unoccupied orbital energy: 1.129 eV
- SMILES string: CC.CC
- HOMO level: -11.44 eV

Structure (ORCA input):
```
! wB97M-V def2-TZVPD RIJCOSX def2/J DEFGRID3
* xyz 0 1
C 0.67783 -0.39295 -1.96652
C 0.02882 -1.75284 -1.63741
H -0.12438 0.22897 -2.35261
H 1.08694 -0.05311 -1.01483
H 1.41113 -0.46820 -2.82808
H 0.70467 -2.61457 -1.77573
H -0.62794 -2.00317 -2.45874
H -0.47537 -1.65973 -0.59724
C -0.91066 1.33595 1.38491
C 0.24285 0.91837 2.33059
H -0.83662 0.64388 0.49360
H -1.80285 1.13837 1.92950
H -1.00992 2.28344 0.80177
H 0.99875 0.35805 1.76891
H -0.15134 0.28842 3.11714
H 0.78808 1.74912 2.80476
*
```

## b
C4H12 | the ωB97M-V functional and the def2-TZVPD basis

Properties
- Lowest unoccupied orbital energy: 1.165 eV
- SMILES string: CC.CC
- HOMO level: -11.33 eV

Structure (ORCA input):
```
! wB97M-V def2-TZVPD RIJCOSX def2/J DEFGRID3
* xyz 0 1
C -1.33096 0.71053 0.65252
C -1.03941 2.09482 1.23922
H -2.21554 0.25544 1.09678
H -1.37111 0.81532 -0.43060
H -0.54482 0.01200 0.91326
H -0.08443 2.54661 0.95385
H -1.18638 2.12924 2.31404
H -1.68718 2.79327 0.69324
C 1.09946 -1.25962 -1.70349
C 1.23078 -1.55986 -0.20816
H 2.13265 -1.11139 -2.02151
H 0.69728 -2.02988 -2.34295
H 0.65074 -0.26947 -1.78844
H 2.04469 -2.24460 0.05996
H 1.51959 -0.69959 0.39547
H 0.31934 -1.88307 0.30256
*
```

## c
C4H12 | the ωB97M-V functional and the def2-TZVPD basis

Properties
- Lowest unoccupied orbital energy: 1.146 eV
- SMILES string: CC.CC
- HOMO level: -11.47 eV

Structure (ORCA input):
```
! wB97M-V def2-TZVPD RIJCOSX def2/J DEFGRID3
* xyz 0 1
C -2.59765 0.58977 0.83189
C -1.18096 0.89224 1.22280
H -2.80501 0.32966 -0.20739
H -2.91050 -0.32180 1.33464
H -3.37728 1.26269 1.20223
H -0.85750 1.85750 0.80562
H -0.89132 1.01290 2.27126
H -0.45133 0.13896 0.94254
C 2.66284 -0.70882 -0.96613
C 1.14831 -0.81621 -1.14474
H 3.18025 -0.14865 -1.74588
H 2.78554 -0.16046 -0.03119
H 3.09021 -1.70310 -0.91848
H 0.57343 -0.91715 -0.23306
H 0.84798 -1.49642 -1.93633
H 0.78299 0.18888 -1.42782
*
```

## d
C4H12 | the ωB97M-V functional and the def2-TZVPD basis

Properties
- Lowest unoccupied orbital energy: 1.115 eV
- SMILES string: CC.CC
- HOMO level: -11.32 eV

Structure (ORCA input):
```
! wB97M-V def2-TZVPD RIJCOSX def2/J DEFGRID3
* xyz 0 1
C 0.66351 -1.54111 -1.15628
C 0.02420 -0.85193 -2.30571
H 1.54161 -0.96945 -0.77849
H -0.05942 -1.69760 -0.32274
H 1.04872 -2.48382 -1.54093
H -1.09337 -0.56939 -2.11382
H 0.15153 -1.58449 -3.15625
H 0.54278 -0.02227 -2.72489
C 0.08775 1.33289 1.12985
C -0.80039 1.02978 2.39326
H 1.11256 1.74561 1.42651
H 0.41140 0.56184 0.50478
H -0.34593 2.10587 0.44278
H -0.47095 0.24873 2.94805
H -0.85388 1.98585 2.89693
H -1.83542 0.86130 2.05144
*
```

So which one is most stable? That would be b, about 0.081 eV below the next structure.

## a
C4H12 | the ωB97M-V functional and the def2-TZVPD basis

Properties
- Lowest unoccupied orbital energy: 1.164 eV
- SMILES string: CC.CC
- HOMO level: -11.50 eV

Structure (ORCA input):
```
! wB97M-V def2-TZVPD RIJCOSX def2/J DEFGRID3
* xyz 0 1
C -1.22757 -1.29574 -2.22879
C 0.15279 -1.20165 -1.50855
H -1.58025 -0.27704 -2.34649
H -1.02975 -1.78349 -3.18965
H -1.92376 -1.89710 -1.66830
H 0.64484 -0.27396 -1.79869
H 0.73594 -2.05564 -1.90243
H 0.07748 -1.38577 -0.45491
C 0.32750 0.62075 2.27175
C 0.71531 1.86470 1.49973
H 1.16279 0.38989 2.91753
H -0.59484 0.68838 2.85956
H 0.14989 -0.22115 1.60166
H 1.19144 2.63681 2.13899
H 1.30144 1.66802 0.59987
H -0.10325 2.52297 1.20873
*
```

## b
C4H12 | the ωB97M-V functional and the def2-TZVPD basis

Properties
- Lowest unoccupied orbital energy: 1.163 eV
- SMILES string: CC.CC
- HOMO level: -11.57 eV

Structure (ORCA input):
```
! wB97M-V def2-TZVPD RIJCOSX def2/J DEFGRID3
* xyz 0 1
C -1.61021 0.25423 -1.70870
C -2.27028 1.18179 -0.69323
H -0.88608 -0.35334 -1.16525
H -2.40683 -0.36770 -2.10680
H -1.03852 0.71582 -2.50799
H -2.57474 2.14631 -1.11032
H -3.22748 0.84381 -0.27679
H -1.74145 1.40722 0.23493
C 1.70742 -0.12672 0.83194
C 2.27747 -1.37830 1.50630
H 1.24380 0.55005 1.55653
H 2.47469 0.55264 0.44580
H 1.01186 -0.23137 0.00568
H 3.35738 -1.38527 1.56032
H 1.79246 -1.56341 2.46565
H 1.89050 -2.24576 0.96192
*
```

So which one is most stable? That would be a, about 0.083 eV below the next structure.

## a
C4H12 | the ωB97M-V functional and the def2-TZVPD basis

Properties
- Lowest unoccupied orbital energy: 1.131 eV
- SMILES string: CC.CC
- HOMO level: -11.48 eV

Structure (ORCA input):
```
! wB97M-V def2-TZVPD RIJCOSX def2/J DEFGRID3
* xyz 0 1
C -1.82438 -0.22571 0.95249
C -1.38473 -1.22311 2.05594
H -2.71368 0.33012 1.24319
H -1.02043 0.48351 0.74544
H -1.98760 -0.63928 -0.03938
H -1.94578 -1.04292 2.96059
H -1.58684 -2.21561 1.64050
H -0.29996 -1.23882 2.11461
C 0.88725 1.01018 -1.57855
C 2.31727 0.46060 -1.41296
H 0.88419 1.92497 -2.15990
H 0.29044 0.23763 -2.06512
H 0.44159 1.13472 -0.59883
H 2.41040 -0.03933 -0.45272
H 3.08262 1.24900 -1.36283
H 2.68700 -0.10380 -2.26637
*
```

## b
C4H12 | the ωB97M-V functional and the def2-TZVPD basis

Properties
- Lowest unoccupied orbital energy: 1.172 eV
- SMILES string: CC.CC
- HOMO level: -11.31 eV

Structure (ORCA input):
```
! wB97M-V def2-TZVPD RIJCOSX def2/J DEFGRID3
* xyz 0 1
C 1.33034 1.00174 1.40412
C 0.56952 -0.19734 1.93905
H 0.69704 1.85570 1.65135
H 2.24906 1.10196 1.97674
H 1.44559 1.06296 0.32982
H 0.32277 -0.19810 3.00509
H -0.35532 -0.45651 1.44069
H 1.10171 -1.16041 1.92126
C -0.74541 -0.83139 -2.28258
C -1.17500 0.05014 -1.09577
H -1.45888 -1.63782 -2.45601
H -0.74381 -0.21856 -3.18714
H 0.27614 -1.19884 -2.20259
H -1.17901 -0.41344 -0.12002
H -2.06917 0.59564 -1.37028
H -0.26557 0.64426 -0.95371
*
```

So which one is most stable? That would be a, about 0.131 eV below the next structure.

## a
C4H12 | the ωB97M-V functional and the def2-TZVPD basis

Properties
- Lowest unoccupied orbital energy: 1.150 eV
- SMILES string: CC.CC
- HOMO level: -11.57 eV

Structure (ORCA input):
```
! wB97M-V def2-TZVPD RIJCOSX def2/J DEFGRID3
* xyz 0 1
C 1.79015 -1.67836 0.18877
C 1.91325 -0.28989 -0.43555
H 2.31312 -1.70041 1.14232
H 0.75338 -1.95337 0.33826
H 2.12669 -2.47134 -0.48472
H 2.68373 0.40477 -0.08940
H 0.97312 0.23609 -0.35724
H 2.16834 -0.26191 -1.49888
C -1.34019 1.20034 0.67791
C -2.33220 0.67016 -0.33663
H -1.81300 1.69734 1.51603
H -0.57247 0.46252 0.88855
H -0.74033 1.98091 0.18050
H -1.93027 0.47099 -1.32587
H -3.13139 1.39471 -0.53550
H -2.86196 -0.16254 0.13143
*
```

## b
C4H12 | the ωB97M-V functional and the def2-TZVPD basis

Properties
- Lowest unoccupied orbital energy: 1.132 eV
- SMILES string: CC.CC
- HOMO level: -11.08 eV

Structure (ORCA input):
```
! wB97M-V def2-TZVPD RIJCOSX def2/J DEFGRID3
* xyz 0 1
C 2.31719 -0.38788 -1.74065
C 0.84521 -0.45542 -1.42528
H 2.46831 0.39159 -2.38077
H 2.95296 -0.50344 -0.90899
H 2.59815 -1.23710 -2.45895
H 0.66310 0.03766 -0.50431
H 0.21457 -0.00452 -2.22358
H 0.55724 -1.43748 -1.22480
C -1.43940 -0.02079 1.02081
C -1.61335 0.91124 2.29370
H -2.32128 0.15777 0.39189
H -0.60198 0.23574 0.34989
H -1.49319 -1.01037 1.37758
H -1.03771 1.79091 2.06164
H -1.46179 0.27536 3.15178
H -2.64802 1.25675 2.22003
*
```

## c
C4H12 | the ωB97M-V functional and the def2-TZVPD basis

Properties
- Lowest unoccupied orbital energy: 1.154 eV
- SMILES string: CC.CC
- HOMO level: -10.78 eV

Structure (ORCA input):
```
! wB97M-V def2-TZVPD RIJCOSX def2/J DEFGRID3
* xyz 0 1
C 1.05941 0.94149 -0.55498
C 1.92610 0.08424 -1.71045
H 0.10282 1.36925 -1.06736
H 0.91679 0.21925 0.27717
H 1.57264 1.81051 -0.20499
H 1.42517 -0.35441 -2.57570
H 2.50536 -0.48352 -1.10025
H 2.63320 0.95364 -1.99147
C -1.94934 -0.73850 0.57832
C -1.00057 -0.44967 1.65717
H -1.63147 -0.21813 -0.30955
H -2.25595 -1.77844 0.29677
H -2.91024 -0.39112 0.76082
H -0.23489 0.32597 1.47894
H -0.42318 -1.26743 2.00812
H -1.73583 -0.02312 2.45743
*
```

## d
C4H12 | the ωB97M-V functional and the def2-TZVPD basis

Properties
- Lowest unoccupied orbital energy: 0.993 eV
- SMILES string: CC.CC
- HOMO level: -11.33 eV

Structure (ORCA input):
```
! wB97M-V def2-TZVPD RIJCOSX def2/J DEFGRID3
* xyz 0 1
C 0.64688 -1.87405 -2.08664
C 1.91482 -1.40437 -1.55597
H -0.13898 -1.42772 -1.67697
H 0.47155 -1.78061 -3.12726
H 0.40917 -2.95824 -1.76036
H 2.72766 -2.00290 -1.66972
H 1.91049 -1.29014 -0.43249
H 2.11232 -0.33092 -1.99343
C -0.80797 1.43316 2.39730
C -1.68990 1.96310 1.31322
H 0.28457 1.76852 2.09065
H -1.14055 1.61220 3.36964
H -0.90547 0.37157 2.18129
H -1.39086 2.91721 1.04112
H -1.62508 1.17986 0.45086
H -2.77863 1.82334 1.45876
*
```

So which one is most stable? That would be a, about 0.713 eV below the next structure.

## a
C4H12 | the ωB97M-V functional and the def2-TZVPD basis

Properties
- Lowest unoccupied orbital energy: 1.107 eV
- SMILES string: CC.CC
- HOMO level: -10.83 eV

Structure (ORCA input):
```
! wB97M-V def2-TZVPD RIJCOSX def2/J DEFGRID3
* xyz 0 1
C 1.79647 0.71440 -0.08046
C 1.35247 1.48398 -1.36619
H 1.14890 -0.12657 -0.05201
H 2.85969 0.55434 -0.19388
H 1.78086 1.43952 0.75013
H 1.85451 1.17999 -2.30196
H 0.26505 1.35474 -1.41039
H 1.49189 2.55951 -1.20438
C -0.90038 -1.25999 1.06485
C -2.31883 -1.07403 0.57098
H -0.62779 -1.47206 2.10812
H -0.29472 -1.75821 0.31198
H -0.43320 -0.26872 0.93050
H -2.99351 -0.44247 1.12547
H -2.81665 -2.01110 0.24655
H -2.16476 -0.87333 -0.49930
*
```

## b
C4H12 | the ωB97M-V functional and the def2-TZVPD basis

Properties
- Lowest unoccupied orbital energy: 1.123 eV
- SMILES string: CC.CC
- HOMO level: -11.56 eV

Structure (ORCA input):
```
! wB97M-V def2-TZVPD RIJCOSX def2/J DEFGRID3
* xyz 0 1
C 1.34707 1.71081 -1.32535
C -0.02133 2.27954 -1.05012
H 2.15840 2.44438 -1.23928
H 1.61650 1.01082 -0.52872
H 1.61994 1.21987 -2.25668
H 0.00522 3.22474 -0.49610
H -0.72720 1.72051 -0.44622
H -0.57889 2.50978 -1.96400
C -1.27735 -2.23798 0.67975
C -0.14605 -1.80098 1.61560
H -1.44349 -1.48390 -0.09337
H -0.96863 -3.11706 0.12752
H -2.18481 -2.35765 1.26309
H 0.66867 -2.52957 1.71352
H 0.39780 -0.89483 1.34573
H -0.46583 -1.69848 2.65460
*
```

## c
C4H12 | the ωB97M-V functional and the def2-TZVPD basis

Properties
- Lowest unoccupied orbital energy: 1.146 eV
- SMILES string: CC.CC
- HOMO level: -11.54 eV

Structure (ORCA input):
```
! wB97M-V def2-TZVPD RIJCOSX def2/J DEFGRID3
* xyz 0 1
C 2.43854 -0.21600 -0.52202
C 2.09464 -0.99528 0.72308
H 3.29659 -0.66554 -1.03263
H 1.64970 -0.13561 -1.27780
H 2.80186 0.76859 -0.22151
H 1.36582 -0.54362 1.40547
H 2.93972 -1.00093 1.41927
H 1.75382 -2.02517 0.59670
C -1.61747 0.95148 -0.21908
C -2.96010 0.25911 -0.04975
H -0.89690 0.29229 -0.71060
H -1.62661 1.86102 -0.82493
H -1.26169 1.29029 0.74883
H -2.93816 -0.43508 0.79758
H -3.22801 -0.32799 -0.93992
H -3.81174 0.92242 0.10731
*
```

## d
C4H12 | the ωB97M-V functional and the def2-TZVPD basis

Properties
- Lowest unoccupied orbital energy: 1.139 eV
- SMILES string: CC.CC
- HOMO level: -11.55 eV

Structure (ORCA input):
```
! wB97M-V def2-TZVPD RIJCOSX def2/J DEFGRID3
* xyz 0 1
C 2.30613 -0.82681 1.30672
C 1.53698 -1.32611 0.08897
H 2.62845 -1.63938 1.95328
H 3.17059 -0.21431 1.02875
H 1.76304 -0.11341 1.93810
H 1.00034 -2.22918 0.40538
H 0.67967 -0.84119 -0.35828
H 2.28523 -1.66808 -0.61650
C -2.01327 1.81685 -0.98872
C -1.82202 0.37025 -0.43775
H -1.44367 1.91468 -1.91384
H -3.05956 2.06425 -1.09652
H -1.48565 2.49371 -0.31537
H -1.08376 -0.25435 -0.92050
H -2.79412 -0.09118 -0.29553
H -1.44761 0.45970 0.58804
*
```

So which one is most stable? That would be c, about 0.290 eV below the next structure.

## a
C4H12 | the ωB97M-V functional and the def2-TZVPD basis

Properties
- Lowest unoccupied orbital energy: 1.123 eV
- SMILES string: CC.CC
- HOMO level: -11.71 eV

Structure (ORCA input):
```
! wB97M-V def2-TZVPD RIJCOSX def2/J DEFGRID3
* xyz 0 1
C -0.56339 -1.09033 -2.57585
C -1.08888 -1.32012 -1.16117
H 0.28526 -1.75187 -2.75859
H -1.32036 -1.37127 -3.30958
H -0.25694 -0.06977 -2.81350
H -2.17257 -1.26147 -1.11430
H -0.70867 -0.59075 -0.43838
H -0.77212 -2.29433 -0.79184
C 1.32973 0.68863 2.02282
C 0.30151 1.76288 1.73973
H 1.44630 0.36476 3.05808
H 1.08346 -0.24215 1.50562
H 2.30543 0.98461 1.64133
H 0.61138 2.76154 2.07450
H -0.64156 1.61573 2.25877
H 0.16141 1.81389 0.66236
*
```

## b
C4H12 | the ωB97M-V functional and the def2-TZVPD basis

Properties
- Lowest unoccupied orbital energy: 1.179 eV
- SMILES string: CC.CC
- HOMO level: -11.72 eV

Structure (ORCA input):
```
! wB97M-V def2-TZVPD RIJCOSX def2/J DEFGRID3
* xyz 0 1
C -0.15460 -0.67632 1.20396
C -0.83444 -1.81278 1.98772
H -0.66754 -0.37618 0.29605
H -0.04125 0.19153 1.84787
H 0.84293 -0.93108 0.83951
H -1.80898 -2.04065 1.55629
H -1.01631 -1.48904 3.01145
H -0.23215 -2.71708 2.00986
C 0.01430 1.70647 -1.19457
C 0.95568 0.72552 -1.96476
H 0.01905 2.64969 -1.71653
H -0.97107 1.26952 -1.25715
H 0.34222 1.90882 -0.17969
H 0.62699 -0.30244 -1.86676
H 1.97825 0.79973 -1.59858
H 0.94692 1.09428 -2.97467
*
```

## c
C4H12 | the ωB97M-V functional and the def2-TZVPD basis

Properties
- Lowest unoccupied orbital energy: 1.049 eV
- SMILES string: CC.CC
- HOMO level: -11.42 eV

Structure (ORCA input):
```
! wB97M-V def2-TZVPD RIJCOSX def2/J DEFGRID3
* xyz 0 1
C -2.70964 0.56242 0.22704
C -2.23804 -0.22852 1.43927
H -1.92686 1.05717 -0.34082
H -3.09771 -0.11474 -0.53504
H -3.38547 1.36411 0.50128
H -2.88223 -1.09268 1.60688
H -1.28412 -0.74519 1.28998
H -2.30674 0.36046 2.35461
C 2.28795 -0.85926 -1.04058
C 2.64831 0.55265 -0.63144
H 1.66747 -1.08583 -1.92013
H 3.13662 -1.52723 -1.10606
H 1.57188 -1.33339 -0.34937
H 3.49646 0.87826 -1.24292
H 2.98165 0.57699 0.40369
H 1.83562 1.24489 -0.76457
*
```

## d
C4H12 | the ωB97M-V functional and the def2-TZVPD basis

Properties
- Lowest unoccupied orbital energy: 1.183 eV
- SMILES string: CC.CC
- HOMO level: -11.65 eV

Structure (ORCA input):
```
! wB97M-V def2-TZVPD RIJCOSX def2/J DEFGRID3
* xyz 0 1
C 1.06921 1.35446 -1.19725
C 0.36231 1.06888 -2.52257
H 1.73804 0.52339 -0.98767
H 1.72893 2.22704 -1.32314
H 0.42436 1.67029 -0.37598
H 1.06143 1.07490 -3.35181
H -0.10758 0.09062 -2.49961
H -0.40851 1.81936 -2.72486
C -0.70792 -0.98766 1.13526
C -0.78354 -1.43328 2.61362
H -0.77223 0.09322 1.00390
H 0.25250 -1.33572 0.74640
H -1.43441 -1.55106 0.53916
H 0.20312 -1.50249 3.05497
H -1.34144 -0.71884 3.21263
H -1.28425 -2.39313 2.67695
*
```

So which one is most stable? That would be a, about 0.063 eV below the next structure.